The molecule C5H8O. Source: the Open Molecules 2025 dataset; level of theory: wB97M-V/def2-TZVPD.

Last column: natural (NBO) charge in e.
Atoms and positions in Å:
1 C -2.48 1.16 0.41  -0.68
2 C -1.07 0.77 0.43  0.00
3 C 0.11 0.50 0.41  -0.04
4 C 1.52 0.17 0.17  -0.50
5 C 1.67 -1.26 -0.40  -0.04
6 O 0.67 -1.59 -1.34  -0.71
7 H -3.03 0.58 -0.35  0.24
8 H -2.97 0.99 1.37  0.23
9 H -2.58 2.22 0.16  0.24
10 H 1.92 0.90 -0.54  0.23
11 H 2.11 0.26 1.09  0.23
12 H 2.62 -1.33 -0.93  0.18
13 H 1.69 -1.98 0.43  0.15
14 H -0.17 -1.39 -0.91  0.47

- net charge = 0
- energy above the lowest of the compared OMol25 structures with the same formula, charge and spin (kcal per mole) = 44.57
- maximum force (eV/Å) = 0.57
- HOMO level (Ha) = -0.3535
- E_LUMO (eV) = 0.9
- structure (SMILES) = CC#CCCO
- orbital gap (eV) = 10.53
- energy (eV) = -7360.323

=====

The molecule C5H8O. Source: the Open Molecules 2025 dataset; level of theory: wB97M-V/def2-TZVPD.

Last column: natural (NBO) charge in e.
Atoms and positions in Å:
1 O 1.24 0.33 1.92  -0.67
2 C 0.76 -0.83 1.50  0.28
3 C -0.61 -0.55 0.93  -0.60
4 C -0.32 -0.17 -0.51  0.03
5 C -0.26 1.30 -0.81  -0.65
6 C -0.03 -1.11 -1.42  -0.39
7 H 2.15 0.17 2.22  0.50
8 H -1.13 0.28 1.45  0.21
9 H -1.23 -1.45 0.98  0.23
10 H -1.26 1.73 -0.82  0.22
11 H 0.21 1.50 -1.78  0.22
12 H 0.31 1.82 -0.04  0.22
13 H -0.07 -2.17 -1.17  0.20
14 H 0.23 -0.85 -2.44  0.20

- net charge = 0
- energy above the lowest of the compared OMol25 structures with the same formula, charge and spin (kcal per mole) = 72.66
- maximum force (eV/Å) = 0.47
- HOMO level (Ha) = -0.3151
- E_LUMO (eV) = 0.9
- orbital gap (eV) = 9.47
- energy (eV) = -7359.104

=====

A cluster of 2 separate species, C5H8O in total at a distorted geometry. Source: the Open Molecules 2025 dataset; level of theory: wB97M-V/def2-TZVPD.

Last column: natural (NBO) charge in e.
Atoms and positions in Å:
1 C -1.40 0.18 0.51  -0.42
2 C 0.02 0.25 0.99  -0.26
3 C 0.84 -1.01 0.74  -0.07
4 O 0.91 -1.14 -0.70  -0.50
5 C 0.40 -0.04 -1.33  0.15
6 C -0.35 0.80 -0.38  -0.34
7 H -1.82 -0.81 0.29  0.22
8 H -2.11 0.87 0.95  0.23
9 H 0.30 0.87 1.84  0.23
10 H 0.37 -1.93 1.14  0.19
11 H 1.85 -0.96 1.14  0.19
12 H 0.16 -0.27 -2.35  0.20
13 H 0.97 1.45 -1.96  -0.10
14 H -0.12 1.77 -0.88  0.27

- net charge = 0
- energy above the lowest of the compared OMol25 structures with the same formula, charge and spin (kcal per mole) = 111.69
- maximum force (eV/Å) = 3.06
- HOMO level (Ha) = -0.3042
- E_LUMO (eV) = 0.8
- orbital gap (eV) = 9.08
- energy (eV) = -7357.412

=====

The molecule C5H8O. Source: the Open Molecules 2025 dataset; level of theory: wB97M-V/def2-TZVPD.

Last column: natural (NBO) charge in e.
Atoms and positions in Å:
1 C -1.37 0.16 0.88  -0.63
2 C -0.53 0.97 -1.63  0.30
3 C -0.07 -0.66 0.77  -0.40
4 C 1.14 -0.18 -0.01  -0.44
5 C 0.85 0.57 -1.26  -0.09
6 O -0.04 -0.11 -2.18  -0.44
7 H -1.24 0.93 1.64  0.21
8 H -2.10 -0.57 1.23  0.21
9 H -1.85 0.61 -0.01  0.24
10 H 0.33 -0.80 1.79  0.21
11 H -0.36 -1.64 0.41  0.20
12 H 1.75 0.48 0.60  0.21
13 H 1.75 -1.05 -0.25  0.22
14 H 1.69 1.08 -1.72  0.19

- net charge = 0
- energy above the lowest of the compared OMol25 structures with the same formula, charge and spin (kcal per mole) = 87.73
- maximum force (eV/Å) = 0.83
- HOMO level (Ha) = -0.3413
- E_LUMO (eV) = 0.9
- orbital gap (eV) = 10.20
- energy (eV) = -7358.451

=====

The molecule C5H8O at a distorted geometry. Source: the Open Molecules 2025 dataset; level of theory: wB97M-V/def2-TZVPD.

Last column: natural (NBO) charge in e.
Atoms and positions in Å:
1 C -0.51 -1.59 0.26  -0.68
2 C 0.04 -0.22 0.41  0.18
3 C -0.88 0.96 0.51  -0.12
4 O -0.25 2.21 0.43  -0.70
5 C 1.33 0.05 0.17  -0.15
6 C 1.54 0.15 -1.14  -0.44
7 H -0.75 -1.98 1.25  0.25
8 H 0.23 -2.25 -0.21  0.24
9 H -1.43 -1.59 -0.34  0.23
10 H 0.65 -0.11 -1.73  0.14
11 H -1.61 0.92 -0.32  0.20
12 H -1.44 0.84 1.45  0.18
13 H 0.66 2.10 0.76  0.48
14 H 2.38 0.53 -1.69  0.19

- net charge = 0
- energy above the lowest of the compared OMol25 structures with the same formula, charge and spin (kcal per mole) = 92.66
- maximum force (eV/Å) = 1.08
- HOMO level (Ha) = -0.3294
- E_LUMO (eV) = 0.4
- structure (SMILES) = C=C=C(C)CO
- orbital gap (eV) = 9.33
- energy (eV) = -7358.237

=====

The molecule C5H8O at a distorted geometry. Source: the Open Molecules 2025 dataset; level of theory: wB97M-V/def2-TZVPD.

Last column: natural (NBO) charge in e.
Atoms and positions in Å:
1 C 0.41 1.76 0.94  -0.41
2 C 0.21 0.64 0.25  0.00
3 C 0.51 -0.78 0.61  -0.47
4 C -0.41 -1.57 -0.34  -0.06
5 C -0.44 0.56 -1.11  -0.12
6 H 0.90 1.67 1.93  0.20
7 H 0.19 2.74 0.56  0.20
8 H 0.44 -1.02 1.70  0.23
9 H 1.57 -0.97 0.31  0.22
10 H -0.06 -2.57 -0.57  0.20
11 H -1.45 -1.64 0.10  0.15
12 H 0.04 1.15 -1.88  0.20
13 H -1.51 0.83 -1.00  0.18
14 O -0.40 -0.81 -1.50  -0.52

- net charge = 0
- energy above the lowest of the compared OMol25 structures with the same formula, charge and spin (kcal per mole) = 28.70
- maximum force (eV/Å) = 1.41
- HOMO level (Ha) = -0.3442
- E_LUMO (eV) = 1.0
- structure (SMILES) = C=C1CCOC1
- orbital gap (eV) = 10.41
- energy (eV) = -7361.011

=====

The molecule C5H8O at a distorted geometry. Source: the Open Molecules 2025 dataset; level of theory: wB97M-V/def2-TZVPD.

Last column: natural (NBO) charge in e.
Atoms and positions in Å:
1 C 1.44 -0.43 0.33  -0.63
2 C 0.70 0.60 -0.51  0.05
3 O -0.11 -0.12 -1.45  -0.51
4 C -1.18 -0.61 -0.68  -0.10
5 C -1.44 0.47 0.33  -0.23
6 C -0.30 1.14 0.49  -0.21
7 H 0.62 -1.14 0.65  0.21
8 H 2.13 -1.06 -0.22  0.22
9 H 1.93 0.06 1.18  0.21
10 H 1.27 1.35 -1.09  0.20
11 H -1.97 -0.96 -1.34  0.20
12 H -0.81 -1.50 -0.02  0.15
13 H -2.31 0.47 0.97  0.22
14 H 0.02 1.75 1.33  0.22

- net charge = 0
- energy above the lowest of the compared OMol25 structures with the same formula, charge and spin (kcal per mole) = 40.61
- maximum force (eV/Å) = 1.87
- HOMO level (Ha) = -0.3379
- E_LUMO (eV) = 1.1
- structure (SMILES) = C[C@@H]1C=CCO1
- orbital gap (eV) = 10.28
- energy (eV) = -7360.494

=====

The molecule C5H8O. Source: the Open Molecules 2025 dataset; level of theory: wB97M-V/def2-TZVPD.

Last column: natural (NBO) charge in e.
Atoms and positions in Å:
1 C -0.40 1.40 0.64  -0.61
2 C -0.17 0.00 0.07  -0.17
3 C -0.02 -0.12 -1.42  -0.40
4 C 1.09 -0.61 -0.57  -0.38
5 C -0.55 -1.09 1.01  0.44
6 O -0.41 -0.96 2.21  -0.55
7 H -1.16 1.91 0.03  0.21
8 H -0.80 1.30 1.66  0.24
9 H 0.49 2.03 0.69  0.22
10 H -0.60 -0.80 -2.04  0.22
11 H 0.15 0.85 -1.88  0.22
12 H 2.06 -0.13 -0.49  0.23
13 H 1.14 -1.70 -0.49  0.22
14 H -0.81 -2.08 0.58  0.11

- net charge = 0
- energy above the lowest of the compared OMol25 structures with the same formula, charge and spin (kcal per mole) = 36.76
- maximum force (eV/Å) = 0.62
- HOMO level (Ha) = -0.3551
- E_LUMO (eV) = 1.0
- structure (SMILES) = CC1(C=O)CC1
- orbital gap (eV) = 10.63
- energy (eV) = -7360.661

=====

The molecule C5H8O. Source: the Open Molecules 2025 dataset; level of theory: wB97M-V/def2-TZVPD.

Last column: natural (NBO) charge in e.
Atoms and positions in Å:
1 C -2.33 0.42 0.02  -0.26
2 O -1.81 -0.85 0.35  -0.52
3 C -0.76 -1.24 -0.51  -0.13
4 C 0.48 -0.50 -0.24  -0.08
5 C 1.51 0.05 0.05  0.02
6 C 2.75 0.69 0.50  -0.68
7 H -2.85 0.40 -0.95  0.16
8 H -3.03 0.68 0.81  0.20
9 H -1.54 1.19 -0.02  0.18
10 H -0.60 -2.31 -0.34  0.22
11 H -1.04 -1.10 -1.56  0.19
12 H 3.30 0.01 1.16  0.24
13 H 3.41 0.96 -0.33  0.23
14 H 2.51 1.60 1.05  0.24

- net charge = 0
- energy above the lowest of the compared OMol25 structures with the same formula, charge and spin (kcal per mole) = 56.07
- maximum force (eV/Å) = 0.72
- HOMO level (Ha) = -0.3516
- E_LUMO (eV) = 1.0
- structure (SMILES) = CC#CCOC
- orbital gap (eV) = 10.56
- energy (eV) = -7359.824

=====

The molecule C5H8O at a distorted geometry. Source: the Open Molecules 2025 dataset; level of theory: wB97M-V/def2-TZVPD.

Last column: natural (NBO) charge in e.
Atoms and positions in Å:
1 C -0.50 -1.41 -0.11  -0.69
2 C -0.13 0.06 -0.27  0.10
3 C -0.67 0.77 -1.50  -0.66
4 C 0.66 0.78 0.59  -0.35
5 C 1.15 0.29 1.90  0.40
6 H -0.90 -1.72 0.91  0.24
7 H -1.33 -1.68 -0.91  0.22
8 H 0.44 -2.07 -0.28  0.24
9 H -1.33 1.62 -1.09  0.24
10 H -1.15 0.06 -2.20  0.22
11 H 0.08 1.33 -2.08  0.23
12 H 0.90 1.85 0.35  0.22
13 H 1.30 -0.86 1.82  0.10
14 O 1.47 0.99 2.86  -0.53

- net charge = 0
- energy above the lowest of the compared OMol25 structures with the same formula, charge and spin (kcal per mole) = 37.18
- maximum force (eV/Å) = 2.56
- HOMO level (Ha) = -0.3522
- E_LUMO (eV) = 0.2
- structure (SMILES) = CC(C)=CC=O
- orbital gap (eV) = 9.81
- energy (eV) = -7360.643